Record 1
{"formula": "C5H8O3", "method": "wB97M-V/def2-TZVPD", "orbital_gap_ev": 8.7, "relative_energy_kcal_mol": 95.3, "species": ["C", "C", "C", "O", "C", "C", "O", "O", "H", "H", "H", "H", "H", "H", "H", "H"], "positions_angstrom": [[-1.1838, 1.2693, -1.8228], [-0.1100, 0.8540, -1.1981], [0.4574, 0.6205, 0.0017], [1.6383, 1.2763, 0.3815], [0.3679, -0.7307, 0.6254], [-0.6842, -1.6967, 0.1963], [1.5342, -1.2960, 0.9599], [-0.3307, 0.3770, 1.7506], [-1.2668, 1.2090, -2.9020], [-2.0083, 1.7527, -1.3053], [1.8464, 1.9079, -0.3183], [-1.6241, -1.1779, 0.0376], [-0.3756, -2.1646, -0.7379], [-0.7979, -2.4502, 0.9728], [2.1849, -0.5783, 1.0916], [0.3521, 0.8277, 2.2669]]}

---

Record 2
{"formula": "C7H14N2", "method": "wB97M-V/def2-TZVPD", "total_charge": 2, "multiplicity": 3, "orbital_gap_ev": [8.1, 8.6], "relative_energy_kcal_mol": 48.6, "species": ["C", "C", "C", "C", "C", "C", "C", "N", "N", "H", "H", "H", "H", "H", "H", "H", "H", "H", "H", "H", "H", "H", "H"], "positions_angstrom": [[0.3593, 0.8988, -0.7197], [1.5668, 1.6063, -0.7975], [1.9373, 0.2327, -0.0186], [-0.0448, -1.0282, 1.0977], [-0.5366, 0.3082, 1.4766], [0.8274, -0.9129, -0.2264], [-1.0198, -0.7916, -2.0229], [0.0891, -0.2893, -1.2771], [-1.9842, 0.5537, 1.5288], [2.0492, 1.7126, -1.7691], [1.6876, 2.4874, -0.1765], [2.8485, -0.1062, -0.5135], [2.1189, 0.4301, 1.0328], [0.6263, -1.4505, 1.8482], [-0.8463, -1.7456, 0.9157], [0.0170, 0.9188, 2.1700], [1.2643, -1.8707, -0.5063], [-0.6415, -1.4159, -2.8378], [-1.5797, 0.0316, -2.4621], [-1.6737, -1.4207, -1.4157], [-2.3907, 0.1767, 2.4056], [-2.4871, 0.1099, 0.7472], [-2.1872, 1.5647, 1.5208]]}

---

Record 3
{"formula": "C33H25F6InN3O8P2S5", "method": "wB97M-V/def2-TZVPD", "total_charge": -1, "orbital_gap_ev": [7.5, 2.6], "relative_energy_kcal_mol": 68.1, "species": ["In", "N", "P", "C", "C", "C", "C", "C", "C", "C", "C", "C", "C", "C", "C", "P", "C", "C", "C", "C", "C", "C", "C", "C", "C", "C", "C", "C", "H", "H", "H", "H", "H", "H", "H", "H", "H", "H", "H", "H", "H", "H", "H", "H", "H", "H", "H", "H", "H", "F", "C", "F", "F", "S", "O", "O", "N", "S", "O", "O", "C", "F", "F", "F", "S", "C", "N", "C", "C", "C", "C", "C", "C", "S", "H", "H", "H", "H", "O", "S", "O", "O", "O"], "positions_angstrom": [[-0.0923, 0.2901, -1.4353], [0.7720, 0.2373, 2.1584], [1.6898, -0.7035, 0.9994], [3.3110, 0.0667, 1.2107], [3.8267, 1.0235, 0.2979], [5.0873, 1.5432, 0.5702], [5.7174, 1.2628, 1.8011], [5.1714, 0.3956, 2.7338], [3.9078, -0.1084, 2.4818], [1.7749, -2.3917, 1.6388], [1.5920, -2.8362, 2.9600], [1.8951, -4.1391, 3.3293], [2.3634, -5.0441, 2.4185], [2.5810, -4.5997, 1.1300], [2.2862, -3.2738, 0.6935], [-0.7190, 0.8290, 1.4339], [-0.9037, 2.4809, 2.1599], [-0.8074, 2.6572, 3.5316], [-1.1111, 3.8840, 4.1240], [-1.4465, 4.9793, 3.3681], [-1.4398, 4.8115, 1.9748], [-1.1910, 3.5951, 1.3731], [-1.9760, -0.1489, 2.2733], [-1.7495, -1.5248, 2.5030], [-2.6090, -2.3463, 3.2580], [-3.8325, -1.8202, 3.6734], [-4.1464, -0.4806, 3.3899], [-3.2137, 0.3625, 2.7612], [1.3238, 0.9623, 2.6018], [3.3254, 1.2344, -0.6386], [5.5793, 2.2708, -0.0985], [6.7517, 1.6126, 1.9661], [5.7165, 0.1736, 3.6597], [3.3562, -0.7082, 3.2194], [1.1623, -2.1514, 3.6950], [1.8474, -4.2887, 4.4175], [2.4964, -6.1164, 2.6808], [2.9543, -5.3116, 0.4200], [2.4189, -2.9093, -0.3229], [-0.5567, 1.7782, 4.1372], [-1.0539, 3.8717, 5.2286], [-1.6552, 5.9421, 3.8438], [-1.5876, 5.6321, 1.3053], [-1.1264, 3.5290, 0.3127], [-0.8295, -2.0136, 2.0921], [-2.2949, -3.3952, 3.4387], [-4.5375, -2.4720, 4.1549], [-5.1197, -0.0703, 3.6494], [-3.4659, 1.4083, 2.5533], [5.4544, -6.9888, -5.9868], [5.2109, -5.7923, -5.3529], [5.9978, -5.7364, -4.2422], [3.9361, -5.8523, -4.9572], [2.3165, 1.1469, -3.4715], [1.8639, 0.2877, -2.3670], [3.7416, 1.2525, -3.6838], [1.4901, 0.9442, -4.8755], [0.2871, -0.1940, -4.8850], [-0.4525, -0.2127, -3.5987], [0.6549, -1.4369, -5.5105], [-0.9311, 0.7733, -5.9483], [-1.8255, -0.1358, -6.4336], [-0.3234, 1.4654, -6.9287], [-1.6364, 1.6129, -5.1443], [-1.1433, -2.3445, -0.7374], [-2.5046, -1.3454, -1.0617], [-2.3943, -0.0748, -1.4410], [-3.6551, 0.4550, -1.7468], [-3.8336, 1.7694, -2.2966], [-5.0837, 2.0540, -2.7988], [-6.1138, 1.1536, -2.6721], [-5.9881, -0.0392, -2.0026], [-4.7529, -0.4525, -1.4811], [-4.1529, -1.9796, -1.0587], [-3.0124, 2.3939, -2.4281], [-5.3099, 2.9476, -3.3282], [-7.0967, 1.4171, -3.1086], [-6.9014, -0.6173, -1.8237], [1.8115, 2.7191, -3.2432], [0.8894, 3.1733, -1.8423], [1.4861, 2.5796, -0.6150], [-0.3718, 2.4561, -2.1340], [0.9004, 4.6213, -1.9231]]}

---

Record 4
{"formula": "C2H9BClFINO2Si2", "method": "wB97M-V/def2-TZVPD", "orbital_gap_ev": 8.5, "species": ["C", "B", "O", "Si", "I", "C", "N", "O", "Si", "F", "Cl", "H", "H", "H", "H", "H", "H", "H", "H", "H"], "positions_angstrom": [[2.6144, -1.2438, 0.1659], [1.4460, -0.3896, -0.5553], [1.3367, -0.4337, -1.9836], [0.1553, 0.7327, 0.3982], [1.4957, 2.5757, 1.4357], [-0.9856, 1.5580, -0.8799], [-2.0243, 2.4634, -0.3231], [-0.6588, -0.0578, 1.7028], [-1.4484, -1.4959, 1.2595], [-0.3777, -2.7508, 0.8924], [-2.9047, -1.2282, -0.2643], [3.6018, -0.7389, 0.0039], [2.3545, -1.3350, 1.2496], [2.6552, -2.2410, -0.3634], [1.4988, -1.3493, -2.2631], [-0.3121, 2.2027, -1.5288], [-1.4698, 0.8382, -1.5969], [-2.9612, 2.0875, -0.4222], [-1.8212, 2.7571, 0.6283], [-2.1945, -1.9513, 2.4442]]}

---

Record 5
{"formula": "C30H42B3N7O4", "method": "wB97M-V/def2-TZVPD", "orbital_gap_ev": 8.0, "species": ["O", "C", "C", "B", "O", "B", "O", "B", "O", "H", "H", "H", "H", "H", "H", "H", "N", "C", "C", "C", "C", "H", "H", "H", "H", "H", "N", "C", "C", "C", "C", "H", "H", "H", "H", "H", "N", "C", "C", "C", "C", "H", "H", "H", "H", "H", "N", "C", "C", "C", "C", "H", "H", "H", "H", "H", "N", "C", "C", "C", "C", "H", "H", "H", "H", "H", "N", "C", "C", "C", "C", "H", "H", "H", "H", "H", "N", "C", "C", "C", "C", "H", "H", "H", "H", "H"], "positions_angstrom": [[-3.8896, 2.7475, -0.9316], [-2.7853, 2.3607, -1.7472], [-3.3153, 1.8951, -3.1354], [-2.6219, 2.6465, -4.3483], [-1.6012, 3.6126, -4.2337], [-2.1395, 4.8009, -4.7957], [-2.9440, 4.7797, -5.9513], [-3.7324, 3.6125, -6.0266], [-3.0829, 2.4018, -5.6749], [-4.3869, 1.9495, -0.8237], [-2.2582, 1.5072, -1.3079], [-2.0841, 3.1853, -1.8068], [-4.3879, 2.0992, -3.2071], [-3.1883, 0.8169, -3.2616], [-1.8807, 5.8243, -4.2579], [-4.8789, 3.5940, -6.3019], [0.2923, 2.3914, 1.1341], [1.0976, 2.2474, 0.0379], [1.6594, 0.9982, 0.0896], [1.1704, 0.3649, 1.2612], [0.3272, 1.2478, 1.8839], [-0.2417, 3.2107, 1.3525], [1.2005, 3.0421, -0.6810], [2.3434, 0.5858, -0.6336], [1.4070, -0.6276, 1.6094], [-0.2456, 1.1583, 2.7911], [-2.1366, 2.3982, 4.8444], [-1.8618, 3.1929, 5.9243], [-2.7080, 2.8279, 6.9384], [-3.5207, 1.7709, 6.4530], [-3.1440, 1.5261, 5.1583], [-1.6730, 2.4477, 3.9601], [-1.0926, 3.9446, 5.8780], [-2.7391, 3.2696, 7.9201], [-4.2934, 1.2489, 6.9919], [-3.5037, 0.8117, 4.4374], [4.2169, -1.5778, 2.6261], [5.5461, -1.8475, 2.7962], [5.6781, -2.6344, 3.9115], [4.3768, -2.8506, 4.4319], [3.4952, -2.1875, 3.6142], [3.8292, -1.0171, 1.8902], [6.2810, -1.4572, 2.1134], [6.6049, -3.0125, 4.3088], [4.1162, -3.4267, 5.3050], [2.4219, -2.0959, 3.6509], [-2.6098, 1.0082, -11.2816], [-2.3305, 0.5899, -10.0100], [-2.8630, 1.5052, -9.1394], [-3.4909, 2.5124, -9.9177], [-3.3199, 2.1767, -11.2360], [-2.3356, 0.5318, -12.1187], [-1.7788, -0.3190, -9.8343], [-2.8089, 1.4559, -8.0636], [-4.0100, 3.3839, -9.5538], [-3.6397, 2.6663, -12.1398], [0.1189, -4.8677, 5.6374], [-0.1473, -6.0223, 6.3213], [1.0504, -6.5702, 6.7009], [2.0771, -5.7112, 6.2315], [1.4713, -4.6683, 5.5810], [-0.5709, -4.2613, 5.2396], [-1.1599, -6.3527, 6.4776], [1.1754, -7.4853, 7.2551], [3.1391, -5.8426, 6.3571], [1.8822, -3.8081, 5.0861], [3.1441, -1.0886, 6.8706], [1.9064, -0.8918, 7.4178], [2.0719, -0.6268, 8.7533], [3.4642, -0.6614, 9.0195], [4.0993, -0.9465, 7.8372], [3.3258, -1.3054, 5.9041], [1.0172, -0.9576, 6.8136], [1.2818, -0.4299, 9.4588], [3.9463, -0.4959, 9.9687], [5.1440, -1.0607, 7.6025], [0.5101, -0.5750, -7.9304], [1.3546, -0.7563, -8.9908], [1.8789, -2.0201, -8.8990], [1.3255, -2.6244, -7.7410], [0.4829, -1.7087, -7.1654], [-0.0105, 0.2619, -7.7437], [1.5092, 0.0255, -9.7148], [2.5805, -2.4612, -9.5871], [1.5219, -3.6172, -7.3720], [-0.1301, -1.7660, -6.2822]]}

---

What electronic energy values result from the calculations? In sequence: -420.90412; -383.75604; -5501.72469; -1748.69975; -1927.31179 Eh.